No. 1
Formula: C34H39N4O
Source: the Open Molecules 2025 dataset
Level of theory: wB97M-V/def2-TZVPD

Element x y z (Å)
C  -5.491  -2.259  1.679
N  -4.235  -2.471  2.359
C  -4.246  -3.457  3.423
C  -3.110  -1.836  1.952
C  -3.146  -0.774  0.998
C  -1.988  -0.120  0.632
C  -0.719  -0.551  1.107
C  0.489  0.171  0.777
C  1.759  -0.481  1.144
C  2.641  0.164  2.042
C  3.831  -0.426  2.438
C  4.226  -1.694  1.925
N  5.375  -2.318  2.328
C  6.198  -1.916  3.461
C  5.862  -3.529  1.679
C  3.321  -2.359  1.050
C  2.089  -1.799  0.729
C  -0.681  -1.647  2.021
C  -1.849  -2.198  2.531
H  -5.698  -1.191  1.574
H  -5.491  -2.705  0.677
H  -6.269  -2.718  2.294
H  -3.749  -3.078  4.327
H  -5.292  -3.669  3.649
H  -3.737  -4.396  3.147
H  -4.118  -0.448  0.592
H  -2.042  0.734  -0.065
H  0.444  1.251  1.042
H  2.333  1.137  2.436
H  4.466  0.103  3.155
H  6.159  -0.829  3.626
H  5.896  -2.421  4.394
H  7.224  -2.206  3.228
H  5.832  -3.418  0.586
H  6.898  -3.680  2.007
H  5.269  -4.417  1.948
H  3.586  -3.349  0.661
H  1.361  -2.409  0.193
H  0.302  -1.979  2.365
H  -1.757  -2.921  3.337
C  2.828  1.724  -0.850
O  1.432  2.014  -0.684
C  0.389  1.279  -1.119
C  0.648  0.145  -2.085
C  0.171  -1.160  -1.894
C  0.408  -2.169  -2.822
C  1.077  -1.879  -3.999
C  1.564  -0.590  -4.229
C  1.362  0.409  -3.276
C  -0.751  2.153  -1.356
N  -1.741  1.989  -2.290
C  -1.877  0.986  -3.320
C  -2.556  3.133  -2.314
C  -2.087  3.969  -1.326
C  -2.686  5.208  -1.103
C  -3.799  5.537  -1.908
C  -4.249  4.670  -2.925
C  -3.614  3.436  -3.147
N  -0.980  3.348  -0.729
C  -0.185  4.031  0.253
H  3.300  2.208  0.000
H  3.033  0.629  -0.844
H  3.144  2.205  -1.775
H  -0.393  -1.372  -0.988
H  0.074  -3.181  -2.612
H  1.196  -2.629  -4.768
H  2.126  -0.331  -5.129
H  1.736  1.442  -3.417
H  -2.813  1.215  -3.840
H  -1.034  1.038  -4.034
H  -1.969  -0.033  -2.906
H  -2.318  5.861  -0.322
H  -4.340  6.466  -1.736
H  -5.102  4.937  -3.543
H  -3.940  2.723  -3.924
H  -0.769  4.895  0.570
H  0.015  3.420  1.141
H  0.756  4.382  -0.197

Values from the calculation:
largest force on an atom	2.84	eV/Å
energy relative to the best compared isomer or geometry (same formula, charge and spin)	2.523	eV
HOMO	-9.07	eV
charge	+1
E	-1612.9431	Ha
orbital gap	5.79	eV


No. 2
Formula: C34H39N5O3OsP2S
Source: the Open Molecules 2025 dataset
Level of theory: wB97M-V/def2-TZVPD

Element x y z (Å)
Os  -2.128  0.539  1.595
C  -1.721  -1.434  2.797
C  -0.588  -0.584  2.523
C  0.449  -1.006  1.503
C  -0.121  -1.111  0.081
C  -1.459  -0.398  -0.084
C  -2.777  -0.909  0.292
C  -2.961  -2.354  0.749
C  -2.112  -2.653  2.030
C  -3.411  2.054  1.025
H  -2.034  -1.500  3.848
H  -0.199  -0.055  3.394
H  0.849  -1.968  1.844
H  1.328  -0.351  1.533
H  0.552  -0.618  -0.656
H  -0.152  -2.180  -0.209
H  -1.452  0.293  -0.939
H  -3.602  -0.500  -0.319
H  -2.682  -3.048  -0.069
H  -4.036  -2.558  0.942
H  -2.709  -3.281  2.717
H  -1.231  -3.259  1.732
H  -4.466  1.737  1.017
H  -3.127  2.406  0.021
H  -3.325  2.893  1.731
P  0.640  0.811  -3.093
P  3.373  0.479  -0.534
N  -0.072  -0.232  -4.338
N  0.868  2.184  -4.269
N  3.870  -1.237  -0.503
N  5.027  0.937  -0.041
C  2.383  0.159  -3.281
C  3.445  0.838  -2.382
C  -1.458  -0.363  -4.526
C  -1.703  -0.861  -5.804
C  -0.431  -1.044  -6.440
C  0.542  -0.681  -5.515
C  0.691  3.515  -3.874
C  1.169  4.360  -4.870
C  1.653  3.525  -5.925
C  1.481  2.200  -5.529
C  3.285  -2.100  0.451
C  3.176  -3.366  -0.125
C  3.899  -3.340  -1.367
C  4.333  -2.030  -1.565
C  6.270  0.329  -0.286
C  7.248  0.998  0.446
C  6.597  2.064  1.151
C  5.252  2.019  0.824
H  2.709  0.309  -4.328
H  2.334  -0.925  -3.088
H  4.444  0.530  -2.734
H  3.351  1.943  -2.481
H  -2.135  -0.118  -3.711
H  -2.660  -1.075  -6.261
H  -0.244  -1.378  -7.451
H  1.614  -0.708  -5.594
H  0.244  3.726  -2.911
H  1.189  5.443  -4.860
H  2.077  3.839  -6.866
H  1.735  1.287  -6.041
H  3.064  -1.766  1.459
H  2.603  -4.194  0.281
H  4.081  -4.184  -2.025
H  4.979  -1.601  -2.326
H  6.357  -0.532  -0.932
H  8.300  0.755  0.481
H  7.083  2.776  1.807
H  4.418  2.639  1.129
O  -4.661  -1.966  3.398
S  -4.859  -0.537  3.334
O  -5.764  -0.001  2.372
N  -3.375  0.382  3.241
C  -3.023  1.098  4.368
O  -2.012  1.818  4.410
C  -4.007  0.805  5.415
C  -3.828  1.170  6.746
C  -4.790  0.763  7.675
C  -5.822  -0.107  7.302
C  -5.914  -0.578  5.978
C  -5.061  -0.020  5.021
H  -2.964  1.767  7.014
H  -4.727  1.124  8.700
H  -6.531  -0.442  8.063
H  -6.623  -1.355  5.713

Values from the calculation:
largest force on an atom	2.95	eV/Å
multiplicity	5
energy relative to the best compared isomer or geometry (same formula, charge and spin)	0.984	eV
HOMO (spin up / spin down)	-12.18 / -11.97	eV
charge	+2
E	-2989.2084	Ha
orbital gap (spin up / spin down)	6.07 / 2.41	eV